(1)
Entry from OMol25: a 2-piece molecular cluster, C6H10F4O2 overall at a distorted geometry (ωB97M-V/def2-TZVPD).

XYZ file:
```
22
Properties=species:S:1:pos:R:3:forces:R:3:nbo_charge:R:1
F 2.1328 0.2269 -2.5290 -0.1 0.2 -0.4 -0.31
F 1.9975 -1.7316 -1.6858 -0.4 -0.3 0.6 -0.30
F -0.6363 0.6042 -2.1700 1.1 -0.3 0.2 -0.34
F 1.0473 -1.3308 -3.5465 -0.8 0.3 0.1 -0.32
O 1.9068 1.6612 -0.1665 2.8 4.3 -3.9 -0.66
O -0.6555 -1.2317 -0.8444 1.6 1.1 -1.0 -0.56
C 1.0826 0.9331 0.4630 -3.4 -2.0 4.8 0.27
C -1.5612 -2.1233 -1.5923 3.6 -0.2 -2.7 -0.25
C 0.1573 -0.3073 -1.5299 -4.7 -2.5 -0.2 0.64
C 1.6162 -0.3006 1.1283 0.3 -0.6 0.4 -0.69
C 1.2902 -0.8002 -2.3238 2.2 0.0 -0.9 0.85
C -0.2114 1.6056 0.8655 1.6 -0.6 2.8 -0.69
H -0.8111 1.5212 0.0660 -2.7 -0.1 -3.0 0.20
H -1.9597 -2.7508 -0.8693 -1.1 -0.8 1.4 0.20
H -0.1760 2.6809 1.1055 0.5 -0.2 0.1 0.20
H 1.4459 2.4232 -0.6436 0.9 -1.5 0.9 0.48
H 2.6971 -0.4545 0.8120 -1.3 0.1 0.4 0.23
H -2.2686 -1.4830 -2.1392 0.2 -0.7 0.0 0.20
H 1.5822 -0.1607 2.2597 0.1 -0.4 -1.2 0.21
H -0.7570 1.0981 1.6832 0.5 0.1 -0.2 0.22
H -0.8678 -2.9183 -2.2857 -2.0 2.5 1.5 0.18
H 1.0222 -1.2598 0.8750 0.9 1.5 0.4 0.23
```
Forces are in eV/Å.

Its spin multiplicity is 3. For the LUMO energy (alpha / beta), the calculation gives 0.758 / -1.007 eV. Its HOMO-LUMO gap (alpha / beta) is 6.21 / 10.27 eV. The calculation puts the total energy at -21343.6156 eV. The calculation puts the energy above the lowest of the compared OMol25 structures with the same formula, charge and spin at 9.0 kcal/mol.

---

(2)
Entry from OMol25: C6H10FN in the gas phase at a distorted geometry (ωB97M-V/def2-TZVPD).

XYZ file:
```
18
Properties=species:S:1:pos:R:3:forces:R:3:nbo_charge:R:1
F -0.4399 -0.1207 2.6031 -1.6 1.6 0.0 -0.38
N 1.4780 -0.4308 0.8131 -1.7 -2.5 0.9 -0.82
C -0.1133 -1.1339 -1.7363 0.2 0.9 -3.0 -0.38
C 0.2748 0.0277 0.1061 -0.6 0.5 -0.7 0.07
C -0.3808 1.2254 0.7312 -0.4 -0.2 2.3 -0.28
C -0.8405 1.0964 1.9785 1.8 -1.4 -0.6 0.21
C 0.5993 0.2807 -1.3690 0.9 -2.8 0.2 -0.39
C -0.8359 -0.9465 -0.4495 0.5 0.2 1.4 -0.40
H -0.4365 2.1903 0.2606 -0.3 0.1 -0.4 0.22
H 1.6607 0.3855 -1.4809 0.6 -0.2 -0.6 0.21
H 0.1313 1.1262 -1.7337 -1.2 1.6 -1.0 0.19
H -1.2561 -1.7372 0.1834 0.0 0.2 -0.3 0.22
H 1.9792 0.3892 0.9953 1.2 1.3 0.3 0.35
H 0.6381 -1.9190 -1.7981 -0.1 0.0 0.1 0.21
H -0.8166 -1.1998 -2.7290 1.8 0.3 2.4 0.19
H -1.3503 1.7724 2.6346 -0.1 0.0 0.3 0.19
H -1.5237 -0.1869 -0.7791 -1.3 -0.2 0.6 0.20
H 1.2321 -0.8191 1.7697 0.4 0.7 -1.8 0.38
```
Forces are in eV/Å.

Its spin multiplicity is 1. For the LUMO energy, the calculation gives 0.944 eV. Its HOMO-LUMO gap is 10.15 eV. The calculation puts the total energy at -10589.0037 eV. The calculation puts the energy above the lowest of the compared OMol25 structures with the same formula, charge and spin at 47.6 kcal/mol.